Here is CH3N3S2 in the gas phase from OMol25. Energies are from wB97M-V/def2-TZVPD.

Its lowest unoccupied orbital energy is -0.116 eV. The HOMO energy comes out at -8.949 eV. As for the gap between HOMO and LUMO: 8.83 eV. The total energy comes out at -27222.9260 eV. Its energy above the lowest of the compared OMol25 structures with the same formula, charge and spin is 35.5 kcal/mol. As for the max |F|: 2.41 eV Å⁻¹.

Cartesian coordinates (Å):
C -0.3954 -1.4368 -1.1360
N -1.0279 -0.3978 -1.0172
N -1.2495 -0.1317 0.9215
N -0.2386 0.6760 1.2420
S 0.0872 -2.5552 0.2091
S -1.3368 -1.6822 1.4341
H 0.0248 -1.8293 -2.0478
H 0.7007 0.4252 0.9337
H -0.4720 1.6473 1.0753

Here is a 2-piece molecular cluster, C10H18INO3 overall from OMol25. Energies are from wB97M-V/def2-TZVPD.

Its lowest unoccupied orbital energy (alpha / beta) is 0.404 / 0.696 eV. The HOMO energy (alpha / beta) comes out at -6.655 / -7.025 eV. As for the gap between HOMO and LUMO (alpha / beta): 7.06 / 7.72 eV. The total energy comes out at -26390.6587 eV. Its energy above the lowest of the compared OMol25 structures with the same formula, charge and spin is 128.1 kcal/mol. As for the max |F|: 4.77 eV Å⁻¹.

Cartesian coordinates (Å):
C -0.2433 1.5209 -0.5359
C -1.7062 -2.8237 -0.8313
C -0.9319 -1.9311 0.0437
C -2.9501 -3.1213 -0.0603
C -2.0396 -1.3601 0.9431
C 2.5585 2.2214 -0.9613
C 2.8761 2.0138 1.5545
C 2.4711 -0.0778 -0.0087
C -2.5397 1.0225 -0.4388
C 2.1954 1.4641 0.2193
N -1.4446 1.6746 0.1447
O -0.0321 1.4001 -1.7196
O -3.1581 -2.0633 0.8455
O 0.7315 1.6317 0.4361
I -4.4943 1.5145 0.0482
H -2.0327 -2.3389 -1.8874
H -1.2226 -3.8868 -1.0178
H -0.0893 -2.4752 0.6042
H -0.2456 -1.1030 -0.4332
H -3.9170 -3.2809 -0.6586
H -2.8653 -4.0311 0.5553
H -1.8570 -0.8735 1.7854
H 2.6683 3.2415 -0.6796
H 3.5142 1.8664 -1.3798
H 1.8047 2.1162 -1.6794
H 2.3548 2.7776 2.1420
H 3.7889 2.3854 1.2436
H 3.0053 1.1610 2.1374
H 3.3742 -0.2913 0.4730
H 1.6806 -0.5643 0.5303
H 2.4500 -0.3486 -1.0670
H -2.2631 0.7800 -1.5230
H -1.4413 1.7790 1.1753

Here is a 7-piece molecular cluster, C19H45N2O6 overall from OMol25. Energies are from wB97M-V/def2-TZVPD.

Its lowest unoccupied orbital energy is 2.561 eV. The HOMO energy comes out at -1.901 eV. As for the gap between HOMO and LUMO: 4.46 eV. The total energy comes out at -35694.8177 eV. Its energy above the lowest of the compared OMol25 structures with the same formula, charge and spin is 22.5 kcal/mol. The net charge is -1. As for the max |F|: 1.17 eV Å⁻¹.

Cartesian coordinates (Å):
C 2.1166 2.7747 -2.1541
C 1.0382 1.7768 -1.8493
C 0.6741 0.7834 -2.7760
C -0.3128 -0.1657 -2.4470
C -0.9366 -0.1213 -1.1901
C -0.6122 0.8777 -0.2492
C -1.2234 0.9668 1.1217
N -0.3136 0.5176 2.1435
C -0.3701 -0.8965 2.3504
C 0.9073 -1.3915 3.0107
C 0.8143 -2.7599 3.6678
C 0.6990 -3.9441 2.7216
C 1.9458 -4.1945 1.8858
N 1.6729 -4.9035 0.6339
C 0.3757 1.8162 -0.6181
H 1.8608 3.7568 -1.7694
H 2.2826 2.8491 -3.2248
H 3.0519 2.4912 -1.6814
H 1.1723 0.7518 -3.7348
H -0.5970 -0.9207 -3.1663
H -1.7087 -0.8368 -0.9527
H -2.1928 0.4346 1.1105
H -1.4588 2.0169 1.3209
H -1.1981 -1.1996 3.0306
H -0.5232 -1.4763 1.4201
H 1.1626 -0.6588 3.7745
H 1.7158 -1.3565 2.2836
H 1.6884 -2.9271 4.3011
H -0.0526 -2.7617 4.3258
H 0.5028 -4.8410 3.3123
H -0.1643 -3.8225 2.0696
H 2.6387 -4.7920 2.4726
H 2.4353 -3.2519 1.6623
H 2.0128 -5.8497 0.6374
H 0.6888 -4.9086 0.4230
H 0.6434 2.5701 0.1081
C 2.4210 -1.7974 -4.4859
O 2.0860 -2.3790 -3.2316
H 3.0614 -2.5076 -5.0054
H 1.5224 -1.6267 -5.0857
H 2.9557 -0.8517 -4.3672
H 1.5165 -1.7543 -2.7593
C -4.6734 2.6480 1.4131
O -5.1637 1.3731 1.8338
H -4.4732 2.5718 0.3494
H -5.4229 3.4251 1.5768
H -3.7464 2.9111 1.9276
H -5.3294 1.4170 2.7779
C -0.5693 -4.9555 -3.8837
O 0.2382 -4.1069 -4.6757
H -1.3559 -5.3406 -4.5320
H -0.0083 -5.8021 -3.4761
H -1.0329 -4.4175 -3.0542
H 0.9563 -3.7533 -4.1269
C 5.9939 3.9918 -1.3588
O 4.9971 3.5732 -0.4413
H 5.5074 4.6707 -2.0554
H 6.8127 4.5270 -0.8677
H 6.4102 3.1549 -1.9274
H 5.3908 2.9611 0.1856
C 1.1250 2.1023 4.7173
O 1.5958 2.9642 5.7734
H 0.4241 1.4032 5.1615
H 0.6030 2.6463 3.9321
H 1.9395 1.5360 4.2643
H 2.2096 3.5864 5.3779
C -7.8427 3.8131 -1.5710
O -7.1567 3.3170 -0.4338
H -7.5492 4.8544 -1.6817
H -7.5672 3.2788 -2.4848
H -8.9302 3.7714 -1.4529
H -7.3815 2.3912 -0.3066

Here is C2H4N2O3 in the gas phase from OMol25. Energies are from wB97M-V/def2-TZVPD.

Its lowest unoccupied orbital energy is 0.604 eV. The HOMO energy comes out at -10.036 eV. As for the gap between HOMO and LUMO: 10.64 eV. The total energy comes out at -11256.4438 eV. The SMILES is CON(O)N=C=O. Its energy above the lowest of the compared OMol25 structures with the same formula, charge and spin is 141.2 kcal/mol. As for the max |F|: 1.40 eV Å⁻¹.

Cartesian coordinates (Å):
C -0.5477 -1.4935 -0.2401
C 1.5785 0.5020 0.0418
O -0.1810 -0.3159 0.4562
O -1.2285 1.9361 0.3687
N -0.4609 1.1192 -0.3655
N 0.8642 1.5065 -0.2596
O 2.5753 -0.0989 0.1045
H -0.6932 2.2739 1.1164
H 0.2789 -2.2044 -0.1519
H -1.4405 -1.9077 0.2296
H -0.7451 -1.3171 -1.3002